(1)
The following is a DFT calculation (ωB97M-V/def2-TZVPD) of a molecular structure, C21H51O16P3 in a non-equilibrium geometry.

The geometry in XYZ format:
```
91
Properties=species:S:1:pos:R:3:forces:R:3:mulliken_charge:R:1
C 6.319714 -1.350681 -4.670637 -4.88 -3.37 -0.32 -1.557
C 5.138714 -0.707681 -4.033637 -2.73 0.51 0.45 0.635
O 4.537714 0.245319 -4.579637 1.61 -1.77 0.98 -0.642
C 4.424714 -1.337681 -2.760637 6.40 8.31 -4.65 -0.052
H 6.507714 -2.320681 -4.251637 0.08 -0.54 0.06 0.328
H 7.050714 -0.775681 -4.483637 5.86 4.22 1.50 0.473
H 6.221714 -1.364681 -5.718637 -0.31 -0.24 -1.36 0.394
H 3.699714 -0.498681 -2.550637 2.32 -0.57 -0.18 -0.389
H 4.966714 -1.761681 -1.986637 1.51 -0.25 1.50 0.646
H 3.729714 -2.005681 -2.979637 0.18 -3.09 -4.30 -0.075
C -4.762286 4.858319 4.227363 0.74 -1.72 -0.61 -1.082
C -3.321286 4.711319 3.596363 2.65 0.76 4.58 0.670
O -2.291286 4.789319 4.358363 -3.90 -0.36 -2.91 -0.571
C -3.118286 4.486319 2.132363 2.17 1.02 2.72 -1.265
H -5.371286 5.498319 3.661363 -0.67 0.95 -1.43 0.356
H -4.958286 5.238319 5.239363 1.19 -0.55 -0.04 0.329
H -5.240286 3.852319 4.088363 0.33 0.69 0.36 0.224
H -3.292286 3.561319 1.785363 -1.07 -3.68 -0.76 0.389
H -2.086286 4.648319 1.917363 0.84 0.31 0.08 0.290
H -3.644286 5.114319 1.558363 -2.30 2.57 -2.03 0.683
C -3.813286 -0.777681 0.263363 0.94 3.43 -3.92 -0.771
C -3.312286 -0.831681 1.657363 -2.99 4.70 -1.42 0.662
O -2.864286 -1.819681 2.058363 2.13 -3.68 2.26 -0.501
C -3.470286 0.519319 2.482363 0.40 -2.40 -1.45 -0.691
H -2.988286 -0.035681 -0.340637 -2.04 -1.74 1.65 -0.054
H -4.816286 -0.302681 -0.083637 1.57 -0.76 1.34 0.345
H -3.674286 -1.699681 -0.260637 -0.14 -0.79 -0.03 0.352
H -2.779286 1.222319 1.952363 -1.00 -0.10 0.83 -0.190
H -3.124286 0.136319 3.415363 0.51 0.68 1.08 0.328
H -4.561286 0.694319 2.560363 0.76 0.61 -0.35 0.504
C -1.257286 -4.570681 3.236363 2.39 -3.27 3.21 -0.594
C -2.327286 -4.576681 4.344363 -0.12 -0.89 0.18 0.665
O -2.236286 -3.940681 5.353363 0.41 0.69 0.47 -0.535
C -3.588286 -5.512681 4.231363 3.50 -1.43 6.21 -1.285
H -0.141286 -4.306681 3.365363 -2.01 -0.03 0.85 0.198
H -1.620286 -3.974681 2.550363 -1.83 3.14 -3.91 0.086
H -1.221286 -5.575681 2.833363 -0.16 -0.27 -0.33 0.401
H -3.359286 -6.577681 4.518363 0.28 0.67 -1.54 0.305
H -4.302286 -5.353681 3.596363 -3.34 0.52 -4.88 0.479
H -4.210286 -5.394681 5.161363 0.89 0.92 -0.28 0.353
C -2.156286 4.736319 -1.742637 0.54 0.44 0.13 -0.340
O -1.630286 3.810319 -2.662637 1.39 -0.37 -2.72 -0.308
P -0.119286 3.305319 -2.604637 1.85 -2.70 4.17 0.217
O 0.018714 2.326319 -1.475637 -0.54 0.79 -0.46 0.041
O 0.368714 2.547319 -3.918637 -0.08 3.10 -0.42 -0.467
C 0.349714 1.141319 -3.939637 7.86 -1.18 2.77 -0.744
O 0.895714 4.523319 -2.218637 -2.52 -0.37 -2.00 -0.359
C 1.909714 4.380319 -1.240637 1.80 1.36 -1.02 0.042
H -3.223286 4.846319 -1.947637 0.29 0.24 -0.20 0.269
H -1.556286 5.664319 -1.850637 -0.80 -0.30 0.50 0.303
H -2.048286 4.247319 -0.789637 0.06 0.37 0.84 0.011
H 1.030714 0.584319 -4.723637 -0.45 2.01 1.56 0.235
H -0.496286 0.903319 -4.248637 -7.92 -2.47 -2.22 0.719
H 0.565714 0.760319 -2.878637 -0.34 0.28 -1.74 0.032
H 2.755714 4.953319 -1.746637 -0.92 -0.22 1.41 0.306
H 2.313714 3.406319 -1.132637 -0.25 -1.20 -0.01 -0.296
H 1.593714 4.732319 -0.251637 0.07 0.24 -0.43 0.221
C 2.455714 -3.195681 0.624363 0.47 -0.86 -0.38 -0.606
O 1.364714 -3.304681 -0.360637 -0.11 1.12 0.24 -0.091
P 1.543714 -2.691681 -1.838637 -2.05 -2.21 0.57 0.323
O 2.785714 -1.939681 -2.085637 -8.83 -2.44 5.44 0.141
O 1.550714 -4.090681 -2.633637 -2.71 0.04 3.10 -0.480
C 2.205714 -4.155681 -3.840637 3.29 1.35 2.35 -0.504
O 0.220714 -2.117681 -2.537637 0.51 0.77 1.37 -0.201
C -1.129286 -2.117681 -2.062637 0.73 6.31 -1.17 -0.981
H 2.777714 -2.195681 0.904363 -0.92 0.44 -0.10 0.198
H 3.361714 -3.566681 0.097363 -0.51 -0.47 0.73 0.364
H 2.178714 -3.769681 1.575363 0.29 0.63 -1.75 0.201
H 1.703714 -3.444681 -4.528637 0.89 -0.77 -0.36 0.162
H 2.222714 -5.229681 -3.998637 0.30 0.24 -1.21 0.274
H 3.218714 -3.773681 -3.227637 -0.97 -1.08 -4.05 0.169
H -1.496286 -3.021681 -2.145637 -2.47 -4.44 -1.91 0.744
H -1.704286 -1.115681 -2.471637 1.35 -3.04 0.30 0.162
H -1.277286 -1.989681 -1.050637 0.89 0.85 2.68 0.164
C 3.291714 0.891319 -0.793637 -0.36 -1.85 -2.91 -0.150
O 2.450714 1.322319 0.269363 -1.51 0.80 2.08 -0.382
P 1.158714 0.568319 0.833363 0.60 -3.40 -0.48 -0.900
O 0.686714 -0.467681 -0.075637 -0.49 -0.23 -1.04 0.855
O 1.643714 -0.231681 2.186363 1.84 2.39 -2.10 -0.386
C 0.769714 -0.960681 2.926363 -7.56 0.59 -4.73 -0.758
O -0.056286 1.389319 1.397363 -0.63 -1.07 -0.97 0.561
C 0.125714 2.556319 2.073363 -2.36 3.00 -3.08 -1.237
H 4.077714 1.692319 -0.938637 -0.12 -1.54 1.04 0.394
H 2.803714 1.043319 -1.871637 0.16 -0.66 2.38 0.000
H 3.518714 -0.338681 -0.711637 -0.15 3.99 0.03 0.082
H 1.236714 -1.299681 3.645363 4.89 -3.01 7.43 0.731
H 0.311714 -1.977681 2.515363 0.72 2.35 -0.33 0.028
H -0.091286 -0.355681 3.375363 0.91 -0.65 -0.90 0.138
H -0.204286 3.447319 1.461363 0.12 -0.99 0.42 -0.079
H 1.082714 2.666319 2.197363 5.77 1.19 0.63 0.781
H -0.205286 2.705319 3.019363 -2.19 -0.63 2.90 0.558
```
Forces are in eV/Å.

Results
Orbital gap in eV: 8.60
Energy above the lowest of the compared OMol25 structures with the same formula, charge and spin in eV: 4.264
E_LUMO in hartree: 0.01335

---

(2)
The following is a DFT calculation (ωB97M-V/def2-TZVPD) of a single C6H10I2O molecule in a non-equilibrium geometry.

The geometry in XYZ format:
```
19
Properties=species:S:1:pos:R:3:forces:R:3:mulliken_charge:R:1
C 0.224540 -1.273212 0.801617 -3.89 -1.73 -1.16 -1.802
C 0.267240 -0.181726 -0.224020 0.31 0.05 -2.91 1.994
C -1.073806 -0.013202 -1.025839 0.99 3.43 0.05 -1.557
C 0.814644 1.196796 0.243390 0.47 -1.39 1.09 -1.627
C 1.263598 -0.760033 -1.300990 0.97 -0.57 1.04 -1.199
I 3.371952 -0.601785 -0.347445 -0.76 -1.01 -0.52 0.123
C 1.556103 -0.013831 -2.536342 0.73 3.58 0.13 0.150
O 2.044512 1.102899 -2.506274 -1.13 -2.26 -1.19 -0.456
I 0.928926 -0.941444 -4.375174 0.10 0.07 0.13 0.021
H 1.147838 -1.649116 1.035244 2.28 -1.02 0.48 0.446
H -0.540817 -2.189535 0.603929 1.89 2.09 -0.16 0.294
H -0.171323 -0.861944 1.658429 -0.89 0.93 2.27 0.556
H -1.004156 1.051816 -1.563281 -0.37 -2.29 1.04 0.344
H -1.970007 -0.032188 -0.424084 -0.09 0.26 0.58 0.400
H -1.245192 -0.726864 -1.777125 0.14 -1.18 -1.06 0.390
H 1.516245 1.586888 -0.486712 -0.16 0.15 0.07 0.362
H 0.029458 1.907857 0.385800 -0.58 0.38 0.30 0.480
H 1.380154 1.022235 1.192158 -0.52 0.47 -0.64 0.416
H 0.978055 -1.783841 -1.564239 0.50 0.02 0.46 0.664
```
Forces are in eV/Å.

Results
Structure (SMILES): CC(C)(C)[C@H](I)C(=O)I
Orbital gap in eV: 8.70
Energy above the lowest of the compared OMol25 structures with the same formula, charge and spin in eV: 0.090
E_LUMO in hartree: -0.03046

---

(3)
The following is a DFT calculation (ωB97M-V/def2-TZVPD) of a single C3H4IN molecule in a non-equilibrium geometry.

The geometry in XYZ format:
```
9
Properties=species:S:1:pos:R:3:forces:R:3:mulliken_charge:R:1
I 2.800722 -0.167896 -0.037992 -0.38 0.34 -0.11 0.146
N 0.837379 0.040128 0.473326 -0.16 -0.92 1.09 -0.351
C -0.062331 1.082349 0.194982 2.47 3.12 -1.65 -0.182
C -1.153854 0.444478 -0.183340 -0.60 -2.93 0.19 -0.339
C -0.112253 -1.007420 0.093836 -2.80 2.16 -1.93 -0.360
H 0.356067 2.177354 0.081621 -1.22 -2.14 0.62 0.269
H -2.230602 0.646931 -0.521419 2.05 -0.32 0.87 0.284
H -0.418054 -1.760704 0.819718 0.23 0.32 0.20 0.264
H -0.017074 -1.455216 -0.920728 0.43 0.37 0.72 0.269
```
Forces are in eV/Å.

Results
Structure (SMILES): IN1C=CC1
Orbital gap in eV: 8.07
Energy above the lowest of the compared OMol25 structures with the same formula, charge and spin in eV: 2.767
E_LUMO in hartree: -0.00555

---

Q: Which value of E_LUMO does entry 3 give?
A: -0.00555 hartree